## w
This record from the Open Molecules 2025 dataset describes the molecule C7H12. The level of theory is ωB97M-V with the def2-TZVPD basis set.

Structure (SMILES) = C=C/C=C/CCC
Molar mass = 96.2 g/mol
Spin multiplicity = 1

Structure (XYZ):
```
19
Properties=species:S:1:pos:R:3:nbo_charge:R:1
C -3.568 -1.283 -1.252 -0.427
C -2.513 -0.569 -0.713 -0.190
C -1.209 -0.001 -1.297 -0.265
C -0.108 -0.024 -0.411 -0.145
C 1.261 0.481 -0.569 -0.465
C 2.255 -0.048 0.632 -0.389
C 2.091 0.797 1.877 -0.625
H -3.757 -1.293 -2.354 0.200
H -4.379 -1.548 -0.573 0.205
H -2.587 -0.269 0.398 0.188
H -1.521 0.644 -2.147 0.225
H -0.344 -0.410 0.594 0.192
H 1.697 -0.068 -1.496 0.230
H 1.215 1.618 -0.597 0.228
H 1.865 -1.031 0.978 0.198
H 3.283 -0.117 0.249 0.212
H 2.475 1.805 1.619 0.202
H 2.804 0.520 2.723 0.213
H 1.040 0.797 2.338 0.212
```

---

## x
This record from the Open Molecules 2025 dataset describes C7H12 as an isolated structure. The level of theory is ωB97M-V with the def2-TZVPD basis set.

Molar mass = 96.2 g/mol
Spin multiplicity = 1

Structure (XYZ):
```
19
Properties=species:S:1:pos:R:3:nbo_charge:R:1
C -1.973 1.519 -0.165 -0.606
C -0.861 0.755 -0.888 -0.400
C 0.352 0.506 0.001 -0.195
C 0.207 -0.433 1.235 -0.419
C 1.425 -1.202 0.738 -0.234
C 1.177 -1.785 -0.882 -0.476
C 1.511 -0.388 -0.524 -0.252
H -2.838 1.683 -0.817 0.213
H -1.620 2.501 0.177 0.201
H -2.322 0.968 0.718 0.201
H -1.251 -0.207 -1.249 0.198
H -0.542 1.313 -1.779 0.206
H 0.763 1.471 0.329 0.205
H -0.718 -1.018 1.291 0.208
H 0.363 0.065 2.198 0.219
H 2.329 -1.394 1.328 0.240
H 1.460 -2.434 0.131 0.306
H 0.098 -1.965 -0.947 0.176
H 2.438 0.044 -0.892 0.210
```

---

## y
This record from the Open Molecules 2025 dataset describes the molecule C7H12. The level of theory is ωB97M-V with the def2-TZVPD basis set.

Structure (SMILES) = C=C=CCCCC
Molar mass = 96.2 g/mol
Spin multiplicity = 1

Structure (XYZ):
```
19
Properties=species:S:1:pos:R:3:nbo_charge:R:1
C 4.276 -0.201 0.417 -0.521
C 3.013 -0.373 0.107 0.088
C 1.752 -0.512 0.407 -0.309
C 0.445 -0.676 -0.381 -0.417
C -0.739 0.149 0.150 -0.384
C -2.034 0.024 -0.666 -0.393
C -3.171 0.845 -0.051 -0.602
H 4.679 0.802 0.501 0.216
H 4.914 -1.054 0.618 0.216
H 2.088 -0.443 1.472 0.278
H 0.138 -1.734 -0.425 0.214
H 0.626 -0.389 -1.430 0.215
H -0.947 -0.152 1.185 0.196
H -0.449 1.207 0.184 0.199
H -2.340 -1.030 -0.730 0.195
H -1.863 0.355 -1.700 0.196
H -3.377 0.518 0.975 0.202
H -2.909 1.909 -0.011 0.202
H -4.102 0.754 -0.622 0.210
```

---

## z
This record from the Open Molecules 2025 dataset describes the molecule C7H12. The level of theory is ωB97M-V with the def2-TZVPD basis set.

Structure (SMILES) = C[C@H]1[C@H]2CCC[C@@H]12
Molar mass = 96.2 g/mol
Spin multiplicity = 1

Structure (XYZ):
```
19
Properties=species:S:1:pos:R:3:nbo_charge:R:1
C -2.055 -0.376 0.907 -0.620
C -1.279 -0.587 -0.394 -0.157
C -0.299 0.357 -1.136 -0.283
C 0.999 1.086 -0.896 -0.354
C 1.387 0.897 0.564 -0.419
C 0.969 -0.580 0.760 -0.423
C 0.184 -0.946 -0.520 -0.252
H -2.945 0.232 0.693 0.220
H -2.415 -1.325 1.329 0.215
H -1.490 0.145 1.684 0.211
H -1.947 -0.968 -1.164 0.223
H -0.548 0.333 -2.198 0.204
H 1.719 0.263 -1.443 0.158
H 1.120 2.076 -1.348 0.214
H 2.464 1.033 0.669 0.208
H 0.898 1.582 1.270 0.202
H 0.401 -0.742 1.683 0.210
H 1.837 -1.239 0.816 0.213
H 0.998 -1.245 -1.275 0.231
```

---

So which one is most stable? That would be y, about 0.0109 hartree below the next structure.